17
Properties=species:S:1:pos:R:3:mulliken_charge:R:1 method="wB97M-V/def2-TZVPD" total_charge=0 homo_lumo_gap_ha=0.386 lumo_ev=1.028 e_above_lowest_kj_mol=199.69
C 1.57 0.14 -0.89 -0.720
C -2.05 -0.49 0.44 -1.444
H 2.90 -0.36 0.86 0.284
O -0.79 1.54 0.04 -0.551
H 1.92 1.13 1.07 0.208
H -2.53 -1.31 -0.10 0.360
H 2.21 -0.49 -1.52 0.291
H -1.56 -0.90 1.34 0.359
H -1.35 0.30 -1.46 0.296
C 1.96 0.14 0.59 -0.357
H -2.83 0.20 0.76 0.403
H -1.12 1.55 0.94 0.316
C 0.30 -0.57 -0.40 0.226
C -1.01 0.22 -0.42 0.136
H 0.13 -1.57 -0.83 0.425
O 0.81 -0.65 0.94 -0.479
H 1.44 1.12 -1.35 0.247